Record 1
ORCA calculation (ωB97M-V/def2-TZVPD) on a structure of composition C13H37AsO11P3RuSi2.

CARTESIAN COORDINATES (ANGSTROEM)
1 Ru 0.90907 -0.27237 0.06962
2 As -1.00815 -0.35197 -1.31958
3 P -0.00967 -0.17884 2.79783
4 P -0.26140 2.53189 1.70549
5 P 3.36227 0.99399 0.23368
6 Si -1.57639 -2.54615 -1.94500
7 Si -2.95194 0.92206 -1.54258
8 O -0.26583 -0.63585 4.31537
9 O 2.16672 -1.27643 -1.72305
10 O 4.67119 1.29035 -0.66583
11 O -1.18082 3.83218 1.76725
12 O 3.66900 -0.42656 0.93160
13 O 3.69268 1.97449 1.47005
14 O -2.27353 0.84025 1.72424
15 O -0.31946 -1.27064 1.79073
16 O 0.90576 2.93315 2.68243
17 O 0.11505 2.15228 0.32149
18 O 1.38745 0.36939 2.69488
19 C -4.40291 0.26194 -0.55474
20 C 4.69520 0.84249 -2.02996
21 C -1.45576 -3.65046 -0.43277
22 C -2.69629 2.71395 -1.10508
23 C -1.19808 1.22157 2.58162
24 C -0.40476 -3.12034 -3.29268
25 C -3.30770 -2.71542 -2.63909
26 C 3.86944 3.37611 1.22148
27 C 2.01228 -3.22028 -0.43325
28 C -1.74486 1.74882 3.90957
29 C -3.31708 0.83952 -3.37197
30 C 4.65021 -0.61397 1.96025
31 C 1.51784 -1.83759 -0.82692
32 H -1.72611 3.07643 -1.44846
33 H -2.46645 2.53825 3.70251
34 H -2.77351 2.83022 -0.02541
35 H -3.37873 -2.33436 -3.65892
36 H 4.18174 3.82186 2.16170
37 H 4.25456 -0.25183 2.90701
38 H 3.73333 0.42933 -2.33251
39 H 4.84418 -1.68213 2.01819
40 H -1.42462 4.11703 0.87702
41 H -3.48408 3.30746 -1.57948
42 H 1.41000 -4.03423 -0.84111
43 H 3.03006 -3.30293 -0.80062
44 H -2.23477 0.93927 4.44673
45 H 4.63607 3.53333 0.46482
46 H -4.07638 -2.22386 -2.04137
47 H 1.96364 -3.29526 0.65347
48 H -2.46121 -3.85611 -0.05564
49 H -0.83342 -2.87935 -4.26866
50 H -0.88990 -3.19625 0.38185
51 H 5.46090 0.07519 -2.12790
52 H 2.92528 3.82388 0.90874
53 H -0.99069 -4.60510 -0.69113
54 H -4.29164 -0.78575 -0.27018
55 H 1.42882 2.10045 2.84614
56 H -5.32693 0.34986 -1.13271
57 H -0.11069 -1.57999 4.43916
58 H 5.57079 -0.08588 1.71277
59 H -3.54391 -3.78398 -2.67216
60 H -2.51822 1.31470 -3.94537
61 H 0.58177 -2.65833 -3.25291
62 H -4.24753 1.38549 -3.55705
63 H -0.95393 2.15302 4.54108
64 H -3.43785 -0.17381 -3.75348
65 H 4.94758 1.69304 -2.66019
66 H -4.50840 0.84159 0.36349
67 H -2.26486 -0.12370 1.63466
68 H -0.27442 -4.20511 -3.23913

Results
LUMO (alpha / beta) in eV: -0.04 / -1.00
HOMO (alpha / beta) in eV: -7.32 / -7.41
HOMO-LUMO gap (alpha / beta) in eV: 7.28 / 6.41
Electronic energy in eV: -143653.0501
2S+1: 2

Here are the Löwdin charges for atoms 1 to 4, given in e: Ru 0.7560; As 0.8945; P 0.3363; P 0.4472


Record 2
ORCA calculation (ωB97M-V/def2-TZVPD) on a cluster of 13 separate species, C13H39N13O26 in total.

CARTESIAN COORDINATES (ANGSTROEM)
1 O 0.00892 -1.71189 -1.39771
2 O 0.62717 5.17867 5.97054
3 O 5.02756 2.28510 0.52776
4 O 1.35436 0.02288 -4.11508
5 O 1.38139 -5.04937 2.41045
6 O -0.19501 3.33884 0.82585
7 O -0.18854 -6.46782 2.81132
8 O 4.14769 0.70450 -3.89192
9 O -0.80587 -2.34036 -5.23381
10 O 3.78681 -2.40675 -0.05328
11 O 0.31767 -1.84357 0.69761
12 O -2.88174 -3.91891 3.35714
13 O -1.74552 -4.29664 -5.74459
14 O 1.19244 3.97413 4.26739
15 O -4.74754 3.08441 1.66670
16 O -0.62159 3.31208 -1.27428
17 O 1.31451 1.95325 -5.18088
18 O -4.70967 -1.19050 -2.88182
19 O 3.17653 1.15010 0.59292
20 O 1.32151 0.53594 3.80464
21 O 2.74927 -3.89273 -1.12567
22 O -6.24736 -2.27537 -1.74797
23 O -2.42690 -2.11641 2.27000
24 O 3.15621 1.28292 4.63100
25 O -4.87365 1.78815 -0.04010
26 O 5.85616 1.98490 -3.89441
27 N -4.41652 2.07589 1.06081
28 N 0.18942 -1.21542 -0.33262
29 N -0.77096 3.83314 -0.17550
30 N -5.86752 -1.42093 -2.53915
31 N 0.42013 -5.70339 2.08126
32 N 4.73222 1.71561 -3.52301
33 N 0.76196 0.95551 -4.68385
34 N -1.52268 -3.31204 -4.99542
35 N 0.60332 4.15899 5.32639
36 N 3.41220 -2.88858 -1.11539
37 N 3.85058 2.08933 0.87931
38 N 2.55544 0.49598 3.97761
39 N -2.21831 -2.89643 3.19365
40 C -1.50084 5.11234 0.01757
41 C 3.91700 2.65617 -2.65480
42 C -1.10582 -2.63155 4.14355
43 C -0.69922 0.94718 -4.65468
44 C -2.14478 -3.26748 -3.63260
45 C 3.38385 -0.60460 3.36726
46 C 3.14587 3.15092 1.67355
47 C -0.25756 3.03805 5.77248
48 C -6.91996 -0.43009 -2.98682
49 C -3.12374 1.37716 1.58057
50 C 0.29008 0.26736 -0.20150
51 C -0.00417 -5.59563 0.62921
52 C 3.81076 -2.30012 -2.40498
53 H -1.03274 0.84224 -3.62228
54 H -0.87682 -6.24731 0.58557
55 H -0.26745 -4.57500 0.35155
56 H -0.58562 -1.70478 3.90147
57 H -0.67955 0.76527 -0.20527
58 H -6.71471 -0.32187 -4.05184
59 H 0.72296 -5.98267 -0.08463
60 H 4.25158 -3.00121 -3.11368
61 H -1.64010 -4.02769 -3.03637
62 H -6.90816 0.41538 -2.29897
63 H -0.56765 -3.57825 4.19066
64 H 2.94404 2.27777 -2.34135
65 H 4.24422 -0.23004 2.81265
66 H -3.15454 1.15873 2.64802
67 H -2.11671 -2.29408 -3.14292
68 H -3.14593 0.39394 1.11058
69 H 2.44341 3.75808 1.10260
70 H -1.10122 0.08066 -5.17967
71 H 0.39300 2.47032 6.43774
72 H -1.82992 5.46061 -0.96147
73 H 4.42598 -1.41578 -2.23899
74 H -2.26647 1.99309 1.30884
75 H 3.60888 -1.43670 4.03441
76 H 3.67727 3.50056 -3.30105
77 H 2.68390 2.68598 2.54447
78 H -1.01054 3.53433 6.38473
79 H 2.84739 -2.09569 -2.87214
80 H 3.83577 3.92960 1.99882
81 H 0.74489 0.65354 -1.11370
82 H -2.26244 4.72798 0.69603
83 H -1.46952 -2.53637 5.16665
84 H 4.55441 2.92210 -1.81154
85 H 2.59651 -1.00736 2.73010
86 H 0.79138 0.55429 0.72288
87 H -1.10542 1.80341 -5.19318
88 H -0.87164 5.82856 0.54601
89 H -0.59256 2.47360 4.90227
90 H -3.19346 -3.51441 -3.79810
91 H -7.86795 -0.95376 -2.86359

Results
LUMO in eV: -1.16
HOMO in eV: -10.62
HOMO-LUMO gap in eV: 9.46
Electronic energy in eV: -86681.6083

Here are the Löwdin charges for atoms 1 to 4, given in e: O 0.0743; O 0.0776; O 0.0481; O 0.0378


Record 3
ORCA calculation (ωB97M-V/def2-TZVPD) on a structure of composition C13H3Br4NO7Pd.

CARTESIAN COORDINATES (ANGSTROEM)
1 Pd 1.68049 0.00001 -1.79134
2 Br -5.08641 1.61201 -1.24654
3 Br -2.65911 -3.12819 -2.90404
4 Br -5.08631 -1.61209 -1.24654
5 Br -2.65921 3.12811 -2.90404
6 O 5.09619 0.00001 0.57986
7 O -0.02221 1.67871 -2.36734
8 O -1.99711 0.00001 1.04346
9 O -0.75201 0.00001 -0.99594
10 O 3.81039 0.00001 -1.21844
11 O -0.02211 -1.67869 -2.36734
12 O 1.91469 0.00001 4.52946
13 N 1.54639 0.00001 0.39476
14 C 0.53229 0.00001 2.59706
15 C -1.02761 -1.16029 -1.86954
16 C -2.35351 -1.47309 -1.99574
17 C 1.78079 0.00001 3.15896
18 C -2.35361 1.47311 -1.99574
19 C 0.41699 0.00001 1.17106
20 C 2.91629 0.00001 2.33206
21 C -0.86081 0.00001 0.60996
22 C 3.99389 0.00001 0.02726
23 C 2.74509 0.00001 0.95486
24 C -3.47191 0.67981 -1.64314
25 C -3.47181 -0.67989 -1.64314
26 C -1.02761 1.16031 -1.86944
27 H 2.85849 0.00001 4.73056
28 H -0.36051 0.00001 3.19856
29 H 3.91989 0.00001 2.73056

Results
LUMO (alpha / beta) in eV: 4.40 / 4.40
HOMO (alpha / beta) in eV: -0.80 / -1.57
HOMO-LUMO gap (alpha / beta) in eV: 5.19 / 5.97
Electronic energy in eV: -313000.8881
2S+1: 3
Total charge: -2

Here are the Löwdin charges for atoms 1 to 4, given in e: Pd 0.7507; Br 0.6146; Br 0.6688; Br 0.6146


Q: Among the records above, which one has the lowest electronic energy?
A: C13H3Br4NO7Pd


Q: Among the records above, which one has the highest electronic energy?
A: C13H39N13O26


Q: Which value of electronic energy does entry 2 give?
A: -86681.6083 eV


Copy entry 3 word for word.
ORCA calculation (ωB97M-V/def2-TZVPD) on a structure of composition C13H3Br4NO7Pd.

CARTESIAN COORDINATES (ANGSTROEM)
1 Pd 1.68049 0.00001 -1.79134
2 Br -5.08641 1.61201 -1.24654
3 Br -2.65911 -3.12819 -2.90404
4 Br -5.08631 -1.61209 -1.24654
5 Br -2.65921 3.12811 -2.90404
6 O 5.09619 0.00001 0.57986
7 O -0.02221 1.67871 -2.36734
8 O -1.99711 0.00001 1.04346
9 O -0.75201 0.00001 -0.99594
10 O 3.81039 0.00001 -1.21844
11 O -0.02211 -1.67869 -2.36734
12 O 1.91469 0.00001 4.52946
13 N 1.54639 0.00001 0.39476
14 C 0.53229 0.00001 2.59706
15 C -1.02761 -1.16029 -1.86954
16 C -2.35351 -1.47309 -1.99574
17 C 1.78079 0.00001 3.15896
18 C -2.35361 1.47311 -1.99574
19 C 0.41699 0.00001 1.17106
20 C 2.91629 0.00001 2.33206
21 C -0.86081 0.00001 0.60996
22 C 3.99389 0.00001 0.02726
23 C 2.74509 0.00001 0.95486
24 C -3.47191 0.67981 -1.64314
25 C -3.47181 -0.67989 -1.64314
26 C -1.02761 1.16031 -1.86944
27 H 2.85849 0.00001 4.73056
28 H -0.36051 0.00001 3.19856
29 H 3.91989 0.00001 2.73056

Results
LUMO (alpha / beta) in eV: 4.40 / 4.40
HOMO (alpha / beta) in eV: -0.80 / -1.57
HOMO-LUMO gap (alpha / beta) in eV: 5.19 / 5.97
Electronic energy in eV: -313000.8881
2S+1: 3
Total charge: -2

Here are the Löwdin charges for atoms 1 to 4, given in e: Pd 0.7507; Br 0.6146; Br 0.6688; Br 0.6146